70
Properties=species:S:1:pos:R:3:lowdin_charge:R:1 method="wB97M-V/def2-TZVPD" orbital_gap_ev=6.82 energy_ev=-80475.2390 multiplicity=1 total_charge=+1 fmax_ev_per_a=0.663
W 0.48487 -0.58731 -1.25009 1.34
C 0.25621 5.98625 -1.52705 -0.06
C 0.15859 5.71604 -0.16834 -0.06
C 0.22521 4.40936 0.28145 -0.11
C 0.40263 3.35793 -0.62688 -0.34
C 0.49333 3.63454 -1.98790 -0.07
C 0.41663 4.94830 -2.43021 -0.06
P 0.58367 1.70559 0.08217 1.03
C -0.69289 1.56980 1.36727 -0.37
C -1.92094 2.21560 1.25188 -0.11
C -2.90467 2.01245 2.20867 -0.06
C -2.67390 1.15895 3.27711 -0.06
C -1.45359 0.50560 3.39210 -0.07
C -0.46850 0.70657 2.43925 -0.08
C 2.13531 1.62049 0.98805 -0.30
C 2.68837 2.60241 1.76333 -0.04
C 3.84577 2.32502 2.52321 -0.04
C 4.40536 1.07804 2.50119 0.00
C 3.86014 0.04871 1.69447 -0.15
C 4.41604 -1.25127 1.63766 0.00
C 3.87834 -2.20349 0.81843 -0.04
C 2.77289 -1.89197 -0.00516 -0.11
C 2.19338 -0.64755 0.04062 -0.24
C 2.72420 0.34137 0.90640 -0.20
H 0.19958 7.00794 -1.87828 0.11
H 0.02031 6.52112 0.54058 0.11
H 0.12150 4.20920 1.34047 0.11
H 0.60921 2.83305 -2.70023 0.08
H 0.48015 5.15539 -3.48977 0.11
H -2.11810 2.87479 0.41663 0.10
H -3.85296 2.52472 2.11805 0.11
H -3.44002 1.00732 4.02565 0.11
H -1.26370 -0.15068 4.23090 0.11
H 0.48345 0.19865 2.54617 0.11
H 2.24899 3.58960 1.81179 0.10
H 4.27784 3.10556 3.13375 0.11
H 5.28361 0.86273 3.09697 0.12
H 5.28202 -1.47784 2.24675 0.12
H 4.31200 -3.19307 0.76903 0.12
H 2.41719 -2.65685 -0.68942 0.10
S -1.54687 0.53001 -1.65508 0.73
C -2.42875 -0.83752 -2.35919 -0.63
C -3.81835 -0.85377 -2.23665 -0.11
C -4.54677 -1.88943 -2.79046 -0.07
C -3.89339 -2.92115 -3.45971 -0.07
C -2.51521 -2.91670 -3.56995 -0.11
C -1.77118 -1.87130 -3.01994 -0.65
S -0.01876 -1.85830 -3.19714 0.76
H -4.31879 -0.05353 -1.70651 0.11
H -5.62428 -1.89537 -2.69965 0.11
H -4.46392 -3.73085 -3.89408 0.11
H -2.00468 -3.71954 -4.08634 0.11
O 1.35237 0.81741 -2.66344 -0.27
C 2.32931 0.11116 -3.06487 -0.46
O 2.45558 -1.02893 -2.58183 -0.15
H 3.02674 0.50916 -3.80555 0.16
C -0.26931 -3.07946 2.30026 -0.14
Si -0.84323 -3.28252 0.55821 0.42
C -2.67325 -3.33268 0.37100 -0.13
C 0.02886 -4.64128 -0.33822 -0.14
O -0.33400 -1.80775 -0.23206 -0.49
H -0.28839 -4.05085 2.80075 0.05
H -0.90778 -2.39865 2.86278 0.03
H 0.75883 -2.71087 2.33563 0.04
H -3.08371 -4.12342 1.00381 0.05
H -2.96079 -3.53892 -0.66206 0.03
H -3.13233 -2.38890 0.67112 0.05
H -0.54055 -5.56786 -0.23770 0.05
H 1.02734 -4.81676 0.06548 0.04
H 0.11777 -4.42451 -1.40533 0.03

***

73
Properties=species:S:1:pos:R:3:mulliken_spin:R:1 method="wB97M-V/def2-TZVPD" s2=3.7827 orbital_gap_ev="6.83 / 6.42" energy_ev=-202629.1010 multiplicity=4 total_charge=+2 fmax_ev_per_a=1.696
V -0.33386 -0.14958 -1.09269 2.60
C -0.93193 4.07806 -1.95942 -0.01
C 0.28641 4.39638 -2.53386 0.02
C 1.27960 3.42923 -2.58511 0.00
C 1.02244 2.17556 -2.06732 -0.01
N -0.17560 1.85502 -1.52228 -0.10
C -1.12401 2.80017 -1.47204 0.05
C 2.02905 1.08944 -1.99625 0.07
C 3.27451 1.11632 -2.59142 0.00
C 4.13136 0.04104 -2.40351 0.01
C 3.72811 -1.03131 -1.62229 0.01
C 2.46868 -0.99700 -1.06391 0.10
N 1.63630 0.03554 -1.25265 -0.13
H -1.72859 4.80398 -1.88636 0.00
H 0.46729 5.38635 -2.93002 0.00
H 2.24493 3.65586 -3.01352 0.00
H -2.06581 2.52298 -1.01961 0.00
H 3.57701 1.95729 -3.19793 0.00
H 5.10977 0.04440 -2.86477 0.00
H 4.37255 -1.88152 -1.45368 0.00
H 2.10312 -1.80718 -0.44340 -0.05
C -0.19964 -1.66389 4.33134 0.03
Ge -0.46111 -2.09944 2.44411 0.11
C 0.76895 -3.41602 1.70134 0.02
C -2.30234 -2.63666 2.10000 0.01
Ge 0.15284 0.14222 1.44020 0.07
C -0.90930 1.64614 2.04541 0.02
C -2.20578 1.40099 2.51056 0.05
C -2.98678 2.43127 3.00969 -0.01
C -2.48812 3.72787 3.02590 0.03
C -1.20574 3.98847 2.56040 -0.01
C -0.41846 2.95434 2.07653 0.02
C 2.04542 0.54762 1.71947 0.07
C 2.80036 -0.36207 2.46106 -0.01
C 4.14448 -0.12793 2.72668 0.00
C 4.75557 1.01611 2.24054 0.01
C 4.01900 1.93269 1.49848 0.00
C 2.67816 1.69969 1.24223 0.00
H -0.72265 -2.41525 4.92446 0.01
H -0.61370 -0.68403 4.56591 0.00
H 0.85443 -1.67418 4.60061 0.00
H 0.61965 -4.36225 2.22376 0.00
H 1.81092 -3.12384 1.81879 0.00
H 0.55145 -3.57486 0.64522 0.00
H -2.54980 -3.40346 2.83642 0.00
H -2.39602 -3.07871 1.11027 0.00
H -3.01548 -1.82259 2.20880 0.00
H -2.60585 0.39224 2.50060 0.01
H -3.97973 2.22642 3.38721 0.00
H -3.09671 4.53440 3.41252 0.00
H -0.81306 4.99627 2.59328 0.00
H 0.59170 3.16992 1.75327 0.00
H 2.34191 -1.26066 2.85304 0.00
H 4.71121 -0.83995 3.31190 0.00
H 5.80130 1.20118 2.44621 0.00
H 4.49205 2.83431 1.13079 0.00
H 2.12424 2.43128 0.66434 -0.01
O 0.42580 -3.56846 -2.49040 0.00
S -0.49724 -2.49499 -2.52524 0.03
O -0.02713 -1.19019 -3.04762 0.03
N -1.00357 -1.98590 -1.01669 0.01
C -2.26045 -1.50341 -1.17952 0.00
S -2.62748 -0.07389 -0.37644 -0.07
C -2.99541 -2.14321 -2.28461 0.02
C -4.34951 -2.13378 -2.55737 0.01
C -4.79159 -2.83346 -3.67711 0.00
C -3.90046 -3.50252 -4.50805 0.00
C -2.52810 -3.49330 -4.25718 0.00
C -2.11327 -2.81316 -3.13760 0.00
H -5.04291 -1.61587 -1.90784 0.00
H -5.84855 -2.85961 -3.90324 0.00
H -4.27458 -4.03925 -5.36900 0.00
H -1.83026 -3.99761 -4.91138 0.00

***

78
Properties=species:S:1:pos:R:3:mulliken_spin:R:1 method="wB97M-V/def2-TZVPD" s2=6.0478 orbital_gap_ev="7.97 / 6.10" energy_ev=-59995.5465 multiplicity=5 total_charge=+3 fmax_ev_per_a=1.142
Pt -0.33780 1.96746 0.48985 1.75
C 0.04412 3.18452 4.72116 0.01
C 1.37147 2.92344 5.02002 -0.01
C 2.22541 2.47648 4.02198 0.01
C 1.73087 2.29964 2.74466 0.00
N 0.43846 2.53684 2.48205 0.28
C -0.39582 2.96730 3.43137 -0.03
C 2.54453 1.88891 1.57822 0.02
C 3.92132 1.76646 1.60958 0.00
C 4.59326 1.40999 0.45309 0.00
C 3.87066 1.18151 -0.70850 0.00
C 2.50066 1.33040 -0.66835 0.00
N 1.85180 1.67400 0.44941 0.16
H -0.64474 3.55005 5.47014 0.00
H 1.74579 3.07258 6.02417 0.00
H 3.26368 2.27383 4.24338 0.00
H -1.42538 3.13627 3.14451 0.01
H 4.47013 1.96085 2.51994 0.00
H 5.67118 1.31375 0.45967 0.00
H 4.36026 0.90672 -1.63283 0.00
H 1.89188 1.17468 -1.54860 0.01
N -0.92136 1.29542 -2.63543 0.02
N -0.30521 2.34148 -3.31869 -0.01
C 0.05498 3.46882 -2.67661 0.02
N 0.41227 4.50993 -3.40316 0.00
N 0.01002 3.43701 -1.33073 0.09
N 0.13760 4.59045 -0.64115 0.01
O 0.46112 5.64545 -1.10534 0.00
O -0.02199 4.39335 0.58382 0.13
H -0.47893 0.42267 -2.89435 0.00
H -1.90266 1.25983 -2.89388 0.00
H -0.31682 2.34476 -4.32856 0.00
H 0.38443 4.48751 -4.41090 0.00
H 0.70099 5.36090 -2.94134 0.00
N -7.84527 2.78098 0.53657 0.00
C -6.70161 2.69750 0.47248 0.00
C -5.26821 2.57822 0.39421 0.00
C -4.44817 3.64491 0.72977 0.01
C -3.08038 3.47990 0.64721 0.00
N -2.51528 2.32573 0.25729 0.12
C -3.31520 1.29599 -0.06575 0.01
C -4.68745 1.38236 -0.02115 0.00
H -4.86560 4.59024 1.04795 0.00
H -2.41116 4.29143 0.89372 0.01
H -2.82506 0.38232 -0.37215 0.01
H -5.30206 0.53600 -0.29443 0.00
C 1.81224 -4.90414 -4.48624 0.00
C 1.76844 -4.86097 -2.98035 -0.02
C 2.47047 -5.81406 -2.23328 0.21
C 2.45256 -5.83265 -0.83587 -0.04
C 1.69961 -4.91204 -0.16366 0.14
C 0.95657 -3.95964 -0.90312 0.10
N 0.21385 -3.00852 -0.24020 0.34
C -0.44114 -3.13445 0.97194 -0.01
C -0.73723 -4.40326 1.48486 0.15
C -1.36293 -4.53366 2.71050 -0.05
C -1.72570 -3.40812 3.43508 0.11
C -1.48870 -2.14224 2.90941 -0.01
C -0.86800 -1.97775 1.68288 0.09
C -0.70117 -0.58859 1.19617 0.01
O -1.13170 0.37452 1.89483 0.22
O -0.12322 -0.29511 0.08316 0.11
C 1.01055 -3.90822 -2.32056 0.11
C 0.21537 -2.90207 -3.11477 0.00
H 2.58729 -5.58326 -4.83428 0.00
H 2.00775 -3.92067 -4.91439 0.00
H 0.86065 -5.25294 -4.89508 0.00
H 3.05894 -6.55449 -2.76209 0.00
H 3.04421 -6.55632 -0.29190 0.00
H 1.72082 -4.85748 0.91622 0.00
H 0.17701 -2.07805 -0.64093 -0.08
H -0.52228 -5.28333 0.89683 0.00
H -1.58767 -5.52230 3.09059 0.00
H -2.22096 -3.51253 4.39089 0.00
H -1.80556 -1.26071 3.45063 0.01
H -0.44942 -2.29403 -2.50128 0.00
H -0.40973 -3.41071 -3.85008 0.01
H 0.87835 -2.24105 -3.68024 0.01

***

> Which of these has the lowest multiplicity?

C32H30O3PS2SiW

***

> Among the records above, which one has the lowest multiplicity?

C32H30O3PS2SiW